No. 1
Formula: C10H11IN3O
Source: OMol25
Level of theory: wB97M-V/def2-TZVPD

As for the structure (SMILES): CN1C(=[NH2+])N[C@](I)(c2ccccc2)C1=O. The energy above the lowest of the compared OMol25 structures with the same formula, charge and spin comes out at 0.0 kJ/mol. Its total charge is +1. The value obtained for the total energy is -924.626786 Eh.

Cartesian coordinates (Å):
I 3.495 -0.130 -0.044
O 0.734 -0.658 -2.084
N 0.231 -2.797 1.903
N 0.112 -1.848 -0.223
N 0.950 -0.601 1.405
C -0.115 1.953 0.814
C 0.037 4.137 -0.171
C 1.412 2.363 -0.943
C 0.756 -0.803 -0.885
C 0.402 -1.739 1.091
C 1.098 3.708 -0.920
C -0.593 3.213 0.625
C 0.937 1.519 0.048
C 1.425 0.074 0.087
C -0.533 -2.966 -0.878
H -0.966 -3.756 -0.233
H 1.217 -0.304 2.288
H -1.275 -2.543 -1.478
H 0.372 -2.788 2.908
H -0.290 5.184 -0.153
H -1.515 3.553 1.129
H 1.716 4.303 -1.575
H 0.105 -3.631 -1.463
H -0.086 -3.695 1.514
H -0.457 1.259 1.609
H 2.452 2.080 -1.445

Atomic forces in eV per Å
I 0.9 -0.2 -0.1
O 0.1 -0.2 1.2
N -0.5 -0.2 -0.2
N 0.8 -0.4 1.0
N 0.3 0.7 -3.3
C 0.0 -1.8 1.2
C -0.2 0.9 -0.1
C 4.1 -0.5 0.1
C -0.8 -0.2 -3.3
C -0.3 -2.5 1.0
C 0.5 -0.5 -1.3
C -2.0 1.3 1.1
C 0.2 -0.6 -1.5
C -1.2 1.0 3.2
C 0.5 -1.7 0.4
H -0.2 1.2 0.4
H 0.8 0.4 1.8
H -1.3 0.3 -1.1
H 0.1 0.3 -0.4
H 0.1 -0.5 -0.2
H 0.7 -0.4 0.1
H -0.3 0.6 0.1
H 0.6 0.8 -0.4
H 0.2 1.0 0.3
H -0.4 0.9 -0.7
H -2.7 0.5 0.6

No. 2
Formula: C22H37ClP2Ru
Source: OMol25
Level of theory: wB97M-V/def2-TZVPD

The energy above the lowest of the compared OMol25 structures with the same formula, charge and spin comes out at 505.8 kJ/mol. Its total charge is +2. As for the multiplicity: 5. The value obtained for the total energy is -2097.269749 Eh. As for the expectation value of S²: 6.02.

Cartesian coordinates (Å):
Ru -0.982 0.579 0.219
Cl 1.980 1.449 2.957
P -0.253 2.684 0.608
P 0.511 -2.645 0.228
C 0.543 -0.797 -0.345
C 1.427 -0.853 -3.857
C -0.995 1.157 -2.631
C 0.334 -2.085 1.924
C -1.061 -0.038 5.923
C 0.758 1.029 4.114
C 0.307 1.332 -2.963
C 1.184 3.715 0.511
C 1.095 0.972 5.463
C -1.623 -0.994 -3.788
C -0.746 -1.613 -2.772
C 2.162 -3.161 -0.137
C -0.568 0.744 3.687
C -1.528 3.475 -0.404
C 0.605 -1.623 -2.880
C -0.802 -3.865 -0.130
C -1.194 1.282 2.445
C 1.012 0.643 -4.057
C -1.355 -0.018 4.562
C 0.940 0.776 -0.014
C -1.970 0.489 -3.575
C 0.151 0.484 6.381
H 2.477 -0.881 -3.495
H -2.271 -0.472 4.181
H -1.764 -0.508 6.613
H 0.425 0.685 -4.978
H -1.919 4.273 0.233
H -1.066 3.894 -1.301
H -0.298 -0.717 -1.099
H 1.962 1.165 -4.248
H 2.429 -3.966 0.553
H 1.885 0.880 0.503
H -0.575 -4.373 -1.072
H -1.820 -3.460 -0.203
H -0.716 -2.124 2.197
H -1.123 -1.069 -4.770
H -0.804 -4.652 0.641
H -2.965 0.573 -3.115
H -1.258 -2.266 -2.061
H 2.866 -2.321 -0.058
H 0.895 2.176 -2.582
H 0.957 -2.777 2.484
H -1.497 1.807 -1.921
H 2.086 1.268 5.801
H 0.356 0.510 7.452
H 1.145 -2.466 -2.439
H -1.359 2.396 2.547
H 2.199 -3.552 -1.155
H 0.938 1.308 -1.000
H 1.464 -1.321 -4.870
H -2.575 -1.548 -3.827
H 1.228 4.315 1.428
H -2.169 0.773 2.246
H -2.023 0.980 -4.574
H -2.357 2.788 -0.652
H 1.487 -0.932 -0.921
H 0.695 -1.065 1.974
H 2.129 3.191 0.363
H 1.004 4.372 -0.344

Atomic forces in eV per Å
Ru -1.6 1.1 2.6
Cl 0.1 0.4 0.1
P -0.3 -0.4 0.2
P -0.9 3.2 1.6
C 0.6 -1.1 -2.3
C 0.6 0.4 -0.1
C 0.4 1.2 -1.7
C 0.6 -1.4 0.2
C 0.4 -0.6 0.0
C -1.2 0.1 0.6
C -1.0 0.8 0.3
C 0.7 0.8 -0.5
C -0.2 -0.5 0.1
C -0.7 0.4 -1.0
C 1.3 -1.2 -1.2
C 0.4 -0.8 -0.1
C 0.8 -0.6 -0.3
C -0.4 0.4 0.4
C -1.7 -1.8 -1.5
C 0.2 -0.2 -0.7
C -1.3 -0.3 0.1
C 0.9 -0.6 -1.0
C -0.2 0.8 0.2
C 1.4 -0.1 -0.9
C -0.3 -0.4 0.6
C -0.1 0.3 -0.2
H -0.5 0.0 -0.2
H 0.0 0.4 0.2
H 0.3 0.2 -0.2
H -0.1 0.2 0.0
H -0.2 0.2 -0.3
H -0.3 0.0 -0.1
H 1.4 -0.2 0.1
H -0.5 0.0 -0.2
H 0.2 0.0 -0.1
H -0.4 0.2 0.5
H 0.0 0.1 0.0
H 0.4 0.2 0.2
H -0.1 -0.1 0.3
H -0.3 -0.2 0.3
H 0.3 0.4 0.1
H 0.2 0.0 -0.3
H 0.3 0.0 -0.1
H -0.3 -0.3 0.2
H -0.3 -0.3 0.5
H -0.3 0.1 0.9
H 0.5 0.0 -0.2
H -0.2 0.0 -0.1
H 0.1 -0.1 -0.4
H -0.1 0.6 0.5
H -0.1 -1.3 0.2
H 0.1 -0.1 0.1
H 1.1 -1.4 0.6
H -0.2 0.1 0.7
H 0.5 0.0 -0.2
H 0.1 -0.1 -0.2
H 0.1 0.5 0.5
H 0.2 0.0 0.8
H 0.3 0.5 0.2
H -1.0 0.5 -0.5
H 0.2 -0.1 0.4
H -0.1 0.0 0.1
H 0.3 0.2 0.1

No. 3
Formula: C5H11NO
Source: OMol25
Level of theory: wB97M-V/def2-TZVPD

As for the structure (SMILES): C=C/C=C/CN.O. The energy above the lowest of the compared OMol25 structures with the same formula, charge and spin comes out at 264.9 kJ/mol. The value obtained for the total energy is -327.030447 Eh.

Cartesian coordinates (Å):
O -2.565 -2.140 0.293
N 1.703 1.764 1.586
C -1.660 0.081 -2.125
C 2.220 0.594 0.915
C -0.804 -0.405 -1.239
C 0.273 0.303 -0.564
C 1.116 -0.251 0.301
H -2.410 -1.242 0.584
H 0.878 1.582 2.129
H 2.897 0.740 0.070
H -2.599 -0.376 -2.401
H 2.386 2.239 2.135
H 2.769 -0.027 1.636
H -3.303 -2.528 0.767
H -1.531 1.095 -2.504
H -0.703 -1.480 -1.176
H 1.180 -1.330 0.189
H 0.152 1.381 -0.595

Atomic forces in eV per Å
O 0.2 -0.6 -0.4
N -0.2 0.6 -1.1
C -0.5 1.4 0.1
C -0.2 -1.9 0.9
C 1.4 -1.2 -0.8
C -1.4 1.0 0.3
C 0.5 0.2 -1.4
H -0.2 0.2 0.2
H -0.1 -0.2 0.1
H 0.2 0.9 0.3
H 0.4 -0.7 -0.4
H 0.4 0.2 0.3
H 0.1 -0.2 -0.2
H -0.1 0.3 0.2
H -0.2 0.1 0.4
H -0.7 -0.3 0.7
H 0.2 -0.1 0.8
H 0.4 0.2 -0.1

No. 4
Formula: C5H5NOS
Source: OMol25
Level of theory: wB97M-V/def2-TZVPD

As for the structure (SMILES): CC(=S)c1cocn1. The energy above the lowest of the compared OMol25 structures with the same formula, charge and spin comes out at 305.8 kJ/mol. The value obtained for the total energy is -721.603174 Eh.

Cartesian coordinates (Å):
S -2.123 -0.948 -0.117
O 2.604 0.292 -0.120
N 0.805 -1.118 0.189
C 2.142 -0.966 0.089
C -1.530 1.649 0.086
C 1.455 1.059 -0.114
C -1.070 0.405 0.009
C 0.329 0.159 0.131
H -1.213 2.154 1.112
H -2.630 1.607 0.210
H -1.137 2.670 -0.533
H 2.897 -1.695 0.010
H 1.621 2.090 -0.508

Atomic forces in eV per Å
S 1.4 2.2 0.1
O -2.3 0.0 0.3
N 4.3 0.4 0.3
C -2.8 0.2 -0.3
C -2.5 10.1 2.2
C -1.4 -1.2 -0.1
C 0.4 -7.5 -0.6
C 3.7 1.8 -1.7
H -0.4 -1.3 -1.4
H 0.5 0.7 -0.8
H -1.0 -3.3 0.8
H 0.5 -0.9 0.3
H -0.5 -1.0 0.8